# C7H12Br3N4O

A molecular structure, C7H12Br3N4O in a non-equilibrium geometry (ωB97M-V with the def2-TZVPD basis set, the Open Molecules 2025 dataset).

Last column: Mulliken charge in e.
Geometry (Å):
C  2.004  -1.901  0.007  -0.840
N  1.671  -0.781  -0.912  0.394
O  2.641  0.087  -1.348  -0.309
C  2.729  1.167  -0.512  0.388
N  2.527  1.943  0.275  -0.206
C  0.345  -0.655  -1.244  -0.196
N  -0.335  0.412  -0.766  -0.092
C  -1.746  -0.025  -0.426  -0.455
C  -1.691  -1.531  0.016  -0.393
C  -1.184  -2.440  -1.130  -0.591
N  -0.211  -1.696  -2.035  -0.276
H  1.739  -2.882  -0.443  0.312
H  3.053  -1.847  0.351  0.342
H  1.347  -1.759  0.900  0.285
H  0.099  0.644  0.147  0.207
H  -2.415  0.080  -1.302  0.335
H  -2.082  0.543  0.461  0.164
H  -1.047  -1.594  0.926  0.190
H  -2.718  -1.800  0.353  0.450
H  -1.993  -2.912  -1.714  0.442
H  -0.586  -3.252  -0.664  0.239
H  -0.736  -1.317  -2.830  0.417
C  -0.315  4.394  2.300  -0.409
Br  -1.302  4.692  3.929  0.015
Br  1.583  4.608  2.556  0.023
Br  -0.748  2.673  1.511  0.178
H  -0.630  5.151  1.591  0.388

Values from the calculation:
Highest occupied orbital energy: -0.46474 Ha
Orbital gap: 7.05 eV
Electronic energy: -225576.6103 eV
E_LUMO: -5.60 eV
Net charge: +1
Energy above the lowest of the compared OMol25 structures with the same formula, charge and spin: 0.0 kcal/mol



# C9H7NO2

C9H7NO2 in the gas phase in a non-equilibrium geometry (ωB97M-V with the def2-TZVPD basis set, the Open Molecules 2025 dataset).

Last column: Mulliken charge in e.
Geometry (Å):
C  -0.791  -1.125  -1.831  0.304
C  -1.775  -0.348  -1.224  -0.309
C  -0.270  0.623  0.149  0.505
C  -0.123  1.393  1.334  0.614
C  0.967  1.300  2.132  -0.737
C  1.881  0.247  1.715  -0.464
C  1.839  -0.385  0.495  -0.598
C  0.830  -0.182  -0.445  0.401
C  0.488  -1.155  -1.239  -0.474
H  -1.820  -1.776  -3.308  0.359
H  -2.948  -0.460  -1.478  0.232
H  -1.969  2.219  1.139  0.389
H  1.144  1.992  2.889  0.486
H  2.546  -0.042  2.571  0.312
H  2.694  -1.062  0.295  0.299
H  1.125  -1.787  -1.893  0.330
N  -1.525  0.571  -0.386  -0.523
O  -1.167  -2.256  -2.640  -0.509
O  -1.127  2.231  1.725  -0.616

Values from the calculation:
SMILES: Oc1cnc2c(O)cccc2c1
Highest occupied orbital energy: -0.30109 Ha
Orbital gap: 8.37 eV
Electronic energy: -15029.1844 eV
E_LUMO: 0.18 eV
Net charge: 0
Energy above the lowest of the compared OMol25 structures with the same formula, charge and spin: 72.1 kcal/mol



# C5H10O2

C5H10O2 in the gas phase in a non-equilibrium geometry (ωB97M-V with the def2-TZVPD basis set, the Open Molecules 2025 dataset).

Last column: Mulliken charge in e.
Geometry (Å):
O  -1.492  1.232  1.650  -0.553
C  -1.578  0.530  0.682  0.376
O  -2.362  0.853  -0.386  -0.448
C  -0.940  -0.818  0.526  -0.389
C  -0.040  -0.920  -0.705  -0.768
C  1.051  0.148  -0.868  -0.297
C  1.781  0.414  0.459  -1.147
H  -2.393  1.817  -0.428  0.344
H  -0.308  -1.013  1.391  0.262
H  -1.708  -1.593  0.475  0.367
H  -0.646  -0.976  -1.617  0.321
H  0.423  -1.911  -0.768  0.396
H  0.561  1.055  -1.218  0.274
H  1.774  -0.262  -1.567  0.336
H  2.709  0.954  0.278  0.362
H  1.138  1.002  1.118  0.279
H  2.030  -0.511  0.978  0.282

Values from the calculation:
SMILES: CCCCC(=O)O
Highest occupied orbital energy: -0.38611 Ha
Orbital gap: 11.30 eV
Electronic energy: -9442.5496 eV
E_LUMO: 0.80 eV
Net charge: 0
Energy above the lowest of the compared OMol25 structures with the same formula, charge and spin: 11.4 kcal/mol



# C6H46NO17

16 unconnected molecules or ions with the total composition C6H46NO17 in a non-equilibrium geometry (ωB97M-V with the def2-TZVPD basis set, the Open Molecules 2025 dataset).

Last column: Mulliken charge in e.
Geometry (Å):
C  0.804  -4.478  -0.285  -1.032
O  0.987  -3.253  0.321  -0.285
C  0.319  -2.296  -0.337  -0.839
C  0.473  -0.966  0.527  -0.417
N  -0.330  0.179  -0.054  0.188
H  -0.212  0.294  -1.093  0.303
H  -1.309  -0.103  -0.126  0.515
C  -0.009  1.507  0.541  -0.870
C  -0.394  2.767  -0.223  0.543
O  0.457  3.772  0.251  -0.440
C  -0.112  5.078  0.469  -0.673
H  -0.149  -5.055  -0.280  0.279
H  1.445  -5.173  0.184  0.235
H  0.866  -4.401  -1.287  0.506
H  -0.632  -2.513  -0.696  0.695
H  0.828  -2.098  -1.280  0.361
H  1.499  -0.734  0.699  0.353
H  -0.157  -1.150  1.505  0.235
H  1.060  1.453  0.595  0.411
H  -0.354  1.714  1.626  0.247
H  -1.490  2.828  -0.169  0.303
H  -0.127  2.253  -1.333  -0.415
H  -0.842  5.192  1.259  0.070
H  -0.524  5.498  -0.391  0.446
H  0.761  5.772  0.910  0.321
O  -2.923  2.557  1.803  -0.526
H  -3.330  3.336  1.571  0.279
H  -3.760  2.189  2.049  0.269
O  3.966  -5.813  0.214  -0.584
H  3.752  -4.857  0.582  0.314
H  3.360  -6.417  0.277  0.310
O  -2.400  6.637  3.013  -0.614
H  -2.686  6.917  2.202  0.301
H  -2.693  5.739  2.975  0.297
O  -3.754  -2.692  0.557  -0.622
H  -3.470  -1.810  0.753  0.311
H  -3.322  -3.117  1.421  0.353
O  2.027  4.492  -1.841  -0.707
H  2.236  3.674  -2.214  0.283
H  1.365  4.219  -1.000  0.507
O  -0.637  -7.994  1.221  -0.542
H  -0.502  -7.432  1.889  0.284
H  -1.259  -7.547  0.817  0.261
O  0.906  -5.828  -4.072  -0.613
H  0.014  -5.543  -3.800  0.300
H  1.544  -5.138  -4.115  0.302
O  -0.865  7.417  -2.397  -0.571
H  -0.651  6.539  -2.786  0.288
H  -1.117  7.984  -3.001  0.274
O  3.715  0.688  1.829  -0.649
H  4.441  0.133  1.407  0.327
H  3.862  1.662  1.688  0.331
O  -0.436  2.839  -4.128  -0.698
H  0.231  2.715  -4.864  0.356
H  -0.190  3.691  -3.650  0.297
O  -0.387  0.268  -2.844  -0.558
H  -0.554  1.043  -3.379  0.232
H  -0.578  -0.452  -3.294  0.265
O  2.360  -7.919  -0.657  -0.637
H  2.158  -7.970  -1.627  0.313
H  1.592  -8.122  -0.243  0.309
O  1.640  -3.368  2.914  -0.593
H  1.105  -3.373  2.220  0.399
H  2.477  -3.187  2.632  0.267
O  -3.016  0.016  0.296  -0.833
H  -3.572  0.788  0.032  0.343
H  -2.836  0.185  1.169  0.308
O  0.038  5.188  4.298  -0.657
H  -0.521  5.724  3.608  0.329
H  -0.194  5.827  5.134  0.353

Values from the calculation:
Highest occupied orbital energy: -0.46787 Ha
Orbital gap: 9.54 eV
Electronic energy: -43252.5417 eV
E_LUMO: -3.19 eV
Net charge: +1
Energy above the lowest of the compared OMol25 structures with the same formula, charge and spin: 35.9 kcal/mol



# C4H5NO

C4H5NO in the gas phase in a non-equilibrium geometry (ωB97M-V with the def2-TZVPD basis set, the Open Molecules 2025 dataset).

Last column: Mulliken charge in e.
Geometry (Å):
O  1.881  -0.068  -0.555  -0.456
C  0.611  -0.023  -0.106  0.337
C  -0.192  -1.191  -0.480  0.009
N  -1.470  -1.180  -0.543  -0.513
C  -1.186  1.165  0.556  -0.621
C  0.158  1.031  0.703  -0.202
H  2.372  0.667  -0.157  0.307
H  0.421  -2.084  -0.669  0.348
H  -1.829  -2.139  -0.567  0.254
H  -1.646  2.160  0.564  0.237
H  0.881  1.662  1.254  0.300

Values from the calculation:
Highest occupied orbital energy (spin up / spin down): -0.26607 / -0.29361 Ha
Orbital gap (spin up / spin down): 7.25 / 7.71 eV
Electronic energy: -7761.5529 eV
E_LUMO (spin up / spin down): 0.01 / -0.28 eV
Net charge: 0
Energy above the lowest of the compared OMol25 structures with the same formula, charge and spin: 114.7 kcal/mol



# C3H8N3S

A molecular structure, C3H8N3S in a non-equilibrium geometry (ωB97M-V with the def2-TZVPD basis set, the Open Molecules 2025 dataset).

Last column: Mulliken charge in e.
Geometry (Å):
C  -0.393  0.359  2.126  0.006
C  -0.277  -0.905  -0.118  -0.612
C  -1.114  1.251  -0.981  -0.816
N  -0.130  1.007  1.072  -0.780
N  -0.258  0.442  -0.118  0.590
N  1.169  -1.403  0.163  -0.318
S  -0.934  -1.335  2.087  -0.120
H  -0.234  0.923  3.074  0.434
H  -0.849  -1.523  -0.741  0.482
H  -1.053  2.303  -0.641  0.302
H  -0.660  1.169  -2.028  0.332
H  -2.185  0.990  -1.057  0.323
H  1.819  -0.634  0.498  0.421
H  1.748  -1.768  -0.683  0.391
H  1.112  -2.052  0.979  0.365

Values from the calculation:
Highest occupied orbital energy: -0.48410 Ha
Orbital gap: 8.24 eV
Electronic energy: -18536.4953 eV
E_LUMO: -4.93 eV
Net charge: +1
Energy above the lowest of the compared OMol25 structures with the same formula, charge and spin: 69.4 kcal/mol



Question: Which of these has the lowest electronic energy?
Answer: C7H12Br3N4O